Entry 1:
Below is an isolated ion of composition C4H10N3 and charge +1, with properties calculated with ωB97M-V/def2-TZVPD.

Energy above the lowest of the compared OMol25 structures with the same formula, charge and spin, kJ/mol: 324.2
Highest occupied orbital energy, eV: -15.46
SMILES: CCN(CC)[N+]#N
Gap between HOMO and LUMO, eV: 10.53
Net charge: +1
LUMO level, eV: -4.93

Structure (XYZ):
```
17
Properties=species:S:1:pos:R:3:forces:R:3
C 1.5882 -1.7769 0.0585 -0.2 0.0 0.1
C 0.2540 -1.0915 -0.2070 0.4 -0.9 -0.6
N 0.2645 0.2903 0.2693 3.3 0.6 -0.4
C -0.9158 1.0224 0.6823 -1.0 0.9 0.0
C -1.8642 1.3007 -0.4753 0.1 0.0 0.1
N 1.4205 0.9283 0.0066 -2.4 -0.4 0.8
N 2.3796 1.4685 -0.1018 -0.4 -0.3 -0.1
H 1.8654 -1.6961 1.1073 0.0 0.0 0.1
H 1.5028 -2.8313 -0.1846 0.0 -0.1 -0.1
H 2.3898 -1.3679 -0.5531 0.0 0.0 -0.1
H 0.0212 -1.1156 -1.2776 -0.1 0.0 0.2
H -0.5453 -1.5978 0.3351 0.0 0.2 0.0
H -0.6095 1.9503 1.1703 0.1 -0.2 0.0
H -1.4085 0.3891 1.4273 0.3 0.1 0.0
H -2.1525 0.3831 -0.9815 0.0 -0.1 0.0
H -2.7659 1.7603 -0.0791 -0.1 0.0 0.0
H -1.4244 1.9840 -1.1968 0.0 0.1 -0.1
```
Forces are in eV/Å.



Entry 2:
Below is a 2-piece molecular cluster, C4H10N3 overall, with properties calculated with ωB97M-V/def2-TZVPD.

Energy above the lowest of the compared OMol25 structures with the same formula, charge and spin, kJ/mol: 574.6
Highest occupied orbital energy (spin up / spin down), eV: -11.91 / -11.51
Gap between HOMO and LUMO (spin up / spin down), eV: 8.05 / 6.76
Net charge: +1
LUMO level (spin up / spin down), eV: -3.87 / -4.75

Structure (XYZ):
```
17
Properties=species:S:1:pos:R:3:forces:R:3
C 1.6107 1.0069 0.8040 -0.8 -2.3 -2.1
C 1.2277 -0.9424 -0.7012 1.1 -1.4 -0.7
C 1.8671 2.1348 1.6377 -1.2 -0.3 -0.2
C -2.4969 -0.1842 -0.8494 0.7 1.1 -0.2
N 1.5570 0.0995 0.0623 -0.5 2.5 2.1
N -1.6931 -0.8599 0.0880 -0.5 1.5 0.3
N -0.9188 -1.6985 -0.4249 0.4 -0.7 2.7
H 1.0219 -0.6853 -1.7222 0.1 0.2 -0.3
H 1.9205 -1.7876 -0.5409 -0.6 0.3 -0.2
H 1.4661 2.0241 2.6089 -0.9 -0.2 1.0
H 1.5675 3.0628 1.2095 -0.2 0.6 -0.5
H 2.8741 2.0892 1.7824 3.2 0.5 0.4
H -3.4499 -0.3116 -0.4745 -2.6 -0.6 0.3
H -2.4060 0.8898 -0.7004 0.5 0.2 -0.4
H -2.3823 -0.4906 -1.8853 0.0 0.0 -0.2
H -1.2051 -2.1484 -1.2770 0.6 -0.4 -0.9
H -0.5606 -2.1987 0.3830 0.7 -1.0 -1.1
```
Forces are in eV/Å.



Entry 3:
Below is an isolated ion of composition C4H10N3 and charge +1, with properties calculated with ωB97M-V/def2-TZVPD.

Energy above the lowest of the compared OMol25 structures with the same formula, charge and spin, kJ/mol: 527.3
Highest occupied orbital energy, eV: -16.63
SMILES: CC[N+]1(CC)N=N1
Gap between HOMO and LUMO, eV: 11.34
Net charge: +1
LUMO level, eV: -5.29

Structure (XYZ):
```
17
Properties=species:S:1:pos:R:3:forces:R:3
C -0.2004 2.3157 -0.4342 -1.6 1.0 2.8
C -0.4144 1.1594 0.5525 2.3 1.0 1.4
N -1.0479 -0.0255 0.0550 0.9 0.8 -2.3
C -0.4386 -1.1957 -0.6228 -2.3 -0.4 -2.6
C -0.2280 -2.3034 0.3024 1.4 -0.2 1.3
N -2.4008 0.2733 -0.4562 -0.9 1.1 -2.3
N -2.3056 -0.2076 0.6019 -3.0 -2.0 3.4
H 0.2608 1.9556 -1.2984 0.5 -0.1 -1.6
H -1.2091 2.8056 -0.5388 1.1 -0.4 -0.6
H 0.4490 3.0693 0.1026 -0.6 -0.9 -0.7
H -0.8715 1.5166 1.5144 0.0 -0.6 -1.0
H 0.5204 0.7070 0.8329 1.0 0.4 0.4
H -1.1863 -1.5489 -1.4170 0.6 0.8 1.1
H 0.3893 -0.9251 -1.2820 0.3 0.5 0.9
H 0.3081 -1.9214 1.1620 0.3 -0.2 0.4
H -1.0236 -2.9285 0.6623 -0.9 0.3 -0.2
H 0.4280 -2.9402 -0.2271 0.9 -1.0 -0.3
```
Forces are in eV/Å.



Entry 4:
Below is an isolated ion of composition C4H10N3 and charge +1, with properties calculated with ωB97M-V/def2-TZVPD.

Energy above the lowest of the compared OMol25 structures with the same formula, charge and spin, kJ/mol: 428.7
Highest occupied orbital energy (spin up / spin down), eV: -13.61 / -13.61
SMILES: CN1CC[NH+]=NC1
Gap between HOMO and LUMO (spin up / spin down), eV: 7.84 / 7.84
Net charge: +1
LUMO level (spin up / spin down), eV: -5.77 / -5.77

Structure (XYZ):
```
17
Properties=species:S:1:pos:R:3:forces:R:3
C 1.5532 -0.5938 -1.1268 -4.5 -0.4 -0.4
N -0.0082 -0.7783 -0.6120 3.6 0.1 0.2
C -0.1969 -0.9033 0.8523 -1.1 3.7 -2.3
C -0.1077 0.5560 1.5146 0.4 -1.8 1.8
N -0.9859 1.3945 0.7232 -1.1 -1.0 -1.6
N -1.3441 1.1974 -0.4765 -0.8 2.6 1.8
C -0.8519 0.1728 -1.2564 0.9 -3.1 0.8
H 1.7167 0.3528 -1.6209 -0.4 0.0 -0.7
H 2.1026 -0.4983 -0.2928 2.2 -0.2 3.1
H 1.7848 -1.4779 -1.6849 0.2 -0.2 -0.4
H 0.5476 -1.4413 1.2440 3.0 -2.1 1.4
H -1.0935 -1.4026 1.1153 -1.2 -0.2 0.0
H -0.4607 0.5356 2.6844 1.0 0.4 -3.1
H 0.9694 0.8595 1.3883 -1.2 0.1 0.4
H -1.5891 2.0550 1.2165 0.2 0.2 -0.2
H -1.7031 -0.4941 -1.5102 -0.6 1.1 -0.4
H -0.3331 0.4660 -2.1582 -0.6 0.7 -0.4
```
Forces are in eV/Å.



Entry 5:
Below is an isolated ion of composition C4H10N3 and charge +1, with properties calculated with ωB97M-V/def2-TZVPD.

Energy above the lowest of the compared OMol25 structures with the same formula, charge and spin, kJ/mol: 442.9
Highest occupied orbital energy, eV: -14.59
SMILES: C=C(C)/[N+](N)=N/C
Gap between HOMO and LUMO, eV: 9.88
Net charge: +1
LUMO level, eV: -4.72

Structure (XYZ):
```
17
Properties=species:S:1:pos:R:3:forces:R:3
C -1.9544 -0.8428 0.5555 0.6 1.1 -0.1
C -1.1016 0.0841 0.1277 -0.7 -1.8 -1.6
C -1.3653 1.4545 -0.3780 -2.0 0.2 1.9
N 0.2898 -0.3768 -0.0382 -1.2 2.2 0.4
N 0.4648 -1.4983 -0.7250 -2.3 -1.4 -0.4
N 1.0250 0.4421 0.5075 0.8 0.4 0.7
C 2.4601 0.2915 0.5220 -0.4 -2.2 1.0
H -1.5178 -1.8197 0.8149 -1.1 0.4 0.2
H -2.9750 -0.4493 0.6545 0.3 -1.1 0.2
H -0.8683 1.8832 -1.2040 0.9 -0.3 -1.1
H -1.1404 2.0882 0.4750 -0.1 0.5 0.0
H -2.4623 1.5174 -0.5693 0.8 0.1 0.2
H -0.3851 -1.8284 -1.2541 1.1 0.9 1.1
H 1.2720 -1.6607 -1.2362 2.2 0.0 -0.7
H 2.8181 0.2020 1.6338 -0.8 0.1 -2.0
H 2.8946 1.2120 0.1270 0.1 -0.5 -0.4
H 2.5459 -0.6990 -0.0131 1.7 1.3 0.5
```
Forces are in eV/Å.



Entry 6:
Below is an isolated ion of composition C4H10N3O and charge +1, with properties calculated with ωB97M-V/def2-TZVPD.

Energy above the lowest of the compared OMol25 structures with the same formula, charge and spin, kJ/mol: 276.9
Highest occupied orbital energy, eV: -12.49
SMILES: C=[NH+]CN/N=C(/C)O
Gap between HOMO and LUMO, eV: 8.00
Net charge: +1
LUMO level, eV: -4.49

Structure (XYZ):
```
18
Properties=species:S:1:pos:R:3:forces:R:3
C 1.9780 -1.2369 -0.1296 0.4 0.1 2.6
N 2.2628 -0.0476 0.2869 0.6 -0.4 0.2
C 1.8207 1.1198 -0.4539 -0.2 3.7 1.3
N 0.4350 1.2299 -0.0243 -1.2 1.2 0.0
N -0.3248 0.1081 -0.4533 0.5 1.8 1.3
C -1.5416 0.1430 -0.0707 0.9 -0.5 -0.5
C -2.3538 -1.0782 -0.1650 2.2 -0.3 -1.0
O -2.1223 1.2175 0.5355 2.8 0.0 -1.4
H 1.6277 -1.5732 -1.0884 0.2 0.8 -0.5
H 2.0602 -1.9785 0.6630 0.1 -0.2 -0.4
H 2.5145 0.1934 1.2921 -0.4 -1.1 -1.6
H 2.4193 2.1005 -0.1041 -1.3 -2.4 -0.7
H 2.0098 1.0158 -1.5301 -0.4 -0.3 0.3
H -0.0596 1.9596 0.6519 2.0 -2.0 -2.1
H -1.9457 -1.9981 -0.6065 0.1 0.8 0.1
H -3.2491 -0.8261 -0.5481 -3.1 0.6 -2.3
H -2.6633 -1.2261 0.7891 -0.5 -1.3 3.4
H -2.8676 0.8772 0.9554 -2.4 -0.4 1.3
```
Forces are in eV/Å.



Entry 7:
Below is an isolated ion of composition C4H10N3O2 and charge +1, with properties calculated with ωB97M-V/def2-TZVPD.

Energy above the lowest of the compared OMol25 structures with the same formula, charge and spin, kJ/mol: 335.7
Multiplicity: 3
Highest occupied orbital energy (spin up / spin down), eV: -11.12 / -14.70
Gap between HOMO and LUMO (spin up / spin down), eV: 8.40 / 8.48
Net charge: +1
LUMO level (spin up / spin down), eV: -2.72 / -6.21

Structure (XYZ):
```
19
Properties=species:S:1:pos:R:3:forces:R:3
C 1.8641 -0.5181 0.3233 -1.2 -0.5 0.7
C 0.7243 0.4739 0.5389 -0.7 -1.3 -1.7
C -0.8305 -0.6474 -0.9226 0.6 2.6 2.8
C -1.7852 0.2872 0.9910 -2.4 -2.8 2.7
N 2.4513 1.0141 -1.3118 0.2 -1.9 -1.8
N -0.6154 -1.8946 -1.1968 0.3 -2.1 -0.9
N -0.5810 -0.3304 0.5331 2.2 -0.3 -2.9
O 1.8364 -1.5616 0.9319 0.3 0.1 -0.5
O 2.8023 -0.1895 -0.5505 0.2 0.5 0.2
H 0.8612 0.8703 1.4826 0.2 1.4 1.8
H 0.7572 1.0873 -0.3504 -0.6 0.9 0.6
H 2.3740 0.5301 -2.2696 0.5 1.7 1.5
H -1.7207 1.2850 1.1870 0.5 2.6 0.8
H -2.6276 0.1042 0.3787 -0.3 0.1 -1.7
H -2.1991 -0.3307 1.8235 0.9 1.0 0.3
H 3.2755 1.6120 -1.2325 0.0 -0.4 -0.4
H -0.1655 -2.3963 -0.4400 0.1 -1.0 -1.1
H -0.9792 -2.1892 -2.0689 0.0 -1.5 -0.4
H -0.2771 -1.2262 1.0092 -0.8 0.9 -0.1
```
Forces are in eV/Å.